(1)
The following is a DFT calculation (the ωB97M-V functional and the def2-TZVPD basis) of a cluster of 3 separate species, C25H52BClN3O4 in total.

Each atom is followed by the atoms it is bonded to, with distances in Å.
Atoms and positions in Å:
1 C -3.2679 3.5763 1.0623  N2 1.452, H13 1.098, H14 1.092, H15 1.096
2 N -2.5131 2.7119 0.1726  C1 1.452, C3 1.458, H16 1.015
3 C -1.1636 2.4447 0.6547  N2 1.458, C4 1.553, H17 1.096, H18 1.096
4 C -1.0596 1.1830 1.5550  C3 1.553, C5 1.537, C9 1.560, O12 1.395
5 C 0.1474 1.3190 2.4971  C4 1.537, C6 1.535, H19 1.097, H20 1.095
6 C 0.0805 2.4187 3.5656  C5 1.535, C7 1.521, H21 1.097, H22 1.092
7 C -0.0965 1.9442 4.9998  C6 1.521, Cl8 1.788, H23 1.090, H24 1.090
8 Cl -1.5822 1.0076 5.3354  C7 1.788
9 C -0.8531 -0.0880 0.6742  C4 1.560, O10 1.393, H25 1.103, H26 1.100
10 O -1.6983 -1.0646 1.1970  C9 1.393, B11 1.492
11 B -2.8811 -0.3007 1.6910  O10 1.492, O12 1.503, H27 1.224, H28 1.261
12 O -2.2401 0.9358 2.2569  C4 1.395, B11 1.503
13 H -3.1940 3.2834 2.1181  C1 1.098
14 H -4.3229 3.5527 0.7819  C1 1.092
15 H -2.9174 4.6103 0.9641  C1 1.096
16 H -3.0042 1.8285 0.0828  N2 1.015
17 H -0.8236 3.3358 1.1945  C3 1.096
18 H -0.4881 2.3196 -0.1996  C3 1.096
19 H 1.0092 1.5085 1.8456  C5 1.097
20 H 0.3242 0.3527 2.9805  C5 1.095
21 H 1.0461 2.9393 3.5963  C6 1.097
22 H -0.6797 3.1631 3.3201  C6 1.092
23 H -0.1186 2.7951 5.6804  C7 1.090
24 H 0.7355 1.3001 5.2861  C7 1.090
25 H -1.0826 0.1353 -0.3815  C9 1.103
26 H 0.1893 -0.4355 0.7248  C9 1.100
27 H -3.4992 -0.9101 2.5543  B11 1.224
28 H -3.6148 -0.0057 0.7087  B11 1.261
29 C -2.2971 2.6018 -5.6542  C30 1.542, H40 1.088, H41 1.090, H42 1.091
30 C -1.1142 3.1522 -4.8327  C29 1.542, C31 1.538, N35 1.500, C39 1.527
31 C 0.0829 3.5061 -5.7311  C30 1.538, C32 1.527, H43 1.094, H44 1.094
32 C 0.8904 2.3051 -6.2190  C31 1.527, C33 1.526, H45 1.094, H46 1.093
33 C 1.2733 1.3870 -5.0623  C32 1.526, C34 1.532, H47 1.094, H48 1.094
34 C 0.0615 0.9306 -4.2428  C33 1.532, N35 1.501, C37 1.530, C38 1.524
35 N -0.6645 2.1665 -3.7955  C30 1.500, C34 1.501, O36 1.272
36 O -0.1524 2.7098 -2.7656  N35 1.272
37 C -0.8307 -0.0026 -5.0638  C34 1.530, H49 1.091, H50 1.091, H51 1.086
38 C 0.5057 0.1630 -3.0040  C34 1.524, H52 1.087, H53 1.092, H54 1.089
39 C -1.5880 4.4062 -4.1015  C30 1.527, H55 1.091, H56 1.092, H57 1.086
40 H -2.7728 1.7630 -5.1511  C29 1.088
41 H -3.0522 3.3789 -5.7699  C29 1.090
42 H -1.9999 2.2797 -6.6532  C29 1.091
43 H 0.7450 4.1704 -5.1676  C31 1.094
44 H -0.2960 4.0804 -6.5818  C31 1.094
45 H 0.3368 1.7507 -6.9826  C32 1.094
46 H 1.7981 2.6687 -6.7067  C32 1.093
47 H 1.7988 0.5000 -5.4270  C33 1.094
48 H 1.9581 1.9151 -4.3920  C33 1.094
49 H -1.7235 -0.2704 -4.4978  C37 1.091
50 H -0.2686 -0.9168 -5.2612  C37 1.091
51 H -1.1372 0.4063 -6.0223  C37 1.086
52 H 1.1976 0.7398 -2.3962  C38 1.087
53 H 0.9965 -0.7592 -3.3212  C38 1.092
54 H -0.3511 -0.0963 -2.3834  C38 1.089
55 H -2.3702 4.1580 -3.3832  C39 1.091
56 H -1.9887 5.1025 -4.8415  C39 1.092
57 H -0.7776 4.8871 -3.5612  C39 1.086
58 C 3.2116 -4.0523 4.3083  C59 1.542, H69 1.089, H70 1.090, H71 1.090
59 C 2.5215 -2.8897 3.5668  C58 1.542, C60 1.538, N64 1.503, C68 1.526
60 C 1.1522 -2.5629 4.1864  C59 1.538, C61 1.525, H72 1.093, H73 1.095
61 C 0.0474 -3.5558 3.8417  C60 1.525, C62 1.522, H74 1.096, H75 1.091
62 C -0.0353 -3.7772 2.3377  C61 1.522, C63 1.531, H76 1.094, H77 1.096
63 C 1.2944 -4.2214 1.7235  C62 1.531, N64 1.504, C66 1.530, C67 1.524
64 N 2.3392 -3.2103 2.1096  C59 1.503, C63 1.504, O65 1.276
65 O 2.3719 -2.1879 1.3474  N64 1.276
66 C 1.6662 -5.6320 2.1862  C63 1.530, H78 1.092, H79 1.091, H80 1.086
67 C 1.1956 -4.2414 0.2031  C63 1.524, H81 1.086, H82 1.092, H83 1.092
68 C 3.4195 -1.6592 3.6629  C59 1.526, H84 1.091, H85 1.092, H86 1.087
69 H 3.6981 -4.7365 3.6154  C58 1.089
70 H 3.9829 -3.6566 4.9695  C58 1.090
71 H 2.5147 -4.6248 4.9212  C58 1.090
72 H 0.8448 -1.5702 3.8461  C60 1.093
73 H 1.2855 -2.5028 5.2712  C60 1.095
74 H 0.1909 -4.5015 4.3769  C61 1.096
75 H -0.9036 -3.1458 4.1857  C61 1.091
76 H -0.7980 -4.5233 2.0968  C62 1.094
77 H -0.3591 -2.8436 1.8630  C62 1.096
78 H 2.6452 -5.9241 1.8002  C66 1.092
79 H 0.9223 -6.3221 1.7849  C66 1.091
80 H 1.6710 -5.7514 3.2657  C66 1.086
81 H 0.8594 -3.2829 -0.1825  C67 1.086
82 H 0.4745 -5.0084 -0.0852  C67 1.092
83 H 2.1621 -4.4810 -0.2448  C67 1.092
84 H 4.3698 -1.8313 3.1546  C68 1.091
85 H 3.6157 -1.4636 4.7192  C68 1.092
86 H 2.9479 -0.7850 3.2220  C68 1.087

Calculated total energy: -52627.0352 eV
<S²>: 2.01
Total charge: -1
Highest occupied orbital energy (spin up / spin down): -4.029 / -4.029 eV
2S+1: 3

(2)
The following is a DFT calculation (the ωB97M-V functional and the def2-TZVPD basis) of the ion C4H8N with charge +1 in a non-equilibrium geometry.

Each atom is followed by the atoms it is bonded to, with distances in Å.
Atoms and positions in Å:
1 C -2.6117 -0.4344 -0.0098  C3 1.312, H6 1.075, H7 1.076
2 C -0.1372 0.2228 0.0176  C3 1.679, C4 1.399, H8 1.092
3 C -1.7783 0.5789 0.0115  C1 1.312, C2 1.679, H9 1.072
4 C 1.1866 0.6744 -0.0094  C2 1.399, N5 1.463, H10 1.077
5 N 2.2989 -0.2759 0.0052  C4 1.463, H11 1.031, H12 1.031, H13 1.029
6 H -2.3089 -1.4657 -0.0209  C1 1.075
7 H -3.6712 -0.2463 -0.0161  C1 1.076
8 H -0.1670 -0.8682 0.0641  C2 1.092
9 H -2.0239 1.6226 0.0187  C3 1.072
10 H 1.4779 1.7092 -0.0665  C4 1.077
11 H 2.7936 -0.2398 -0.8983  N5 1.031
12 H 1.9640 -1.2381 0.1617  N5 1.031
13 H 2.9771 -0.0395 0.7422  N5 1.029

Calculated total energy: -5758.5806 eV
Energy relative to the best compared isomer or geometry (same formula, charge and spin): 1.284 eV
Total charge: +1
SMILES string: C=C/C=C/[NH3+]
Highest occupied orbital energy: -13.917 eV

(3)
The following is a DFT calculation (the ωB97M-V functional and the def2-TZVPD basis) of the molecule C5H8O2S2 in a non-equilibrium geometry.

Each atom is followed by the atoms it is bonded to, with distances in Å.
Atoms and positions in Å:
1 C 1.9444 1.0331 0.5513  C2 1.498, H6 0.951, H7 1.317, H8 1.253
2 C 2.0010 -0.3179 -0.0929  C1 1.498, O14 1.168, O15 1.361
3 C -0.4178 -0.3731 0.1166  C4 1.498, C5 1.618, H9 1.045, O15 1.360
4 C -0.9332 0.7379 -0.7457  C3 1.498, H10 1.027, H11 0.860, S16 1.850
5 C -1.5059 -1.5439 -0.1352  C3 1.618, H12 1.053, H13 0.996, S17 1.760
6 H 1.7878 1.8240 0.0476  C1 0.951
7 H 1.0178 1.0007 1.4864  C1 1.317
8 H 2.9983 1.4128 1.1137  C1 1.253
9 H -0.5041 -0.2353 1.1494  C3 1.045
10 H -0.6263 1.6772 -0.4640  C4 1.027
11 H -1.0844 0.6384 -1.5861  C4 0.860
12 H -1.2776 -2.3642 0.4836  C5 1.053
13 H -1.3387 -1.9672 -1.0207  C5 0.996
14 O 2.9794 -0.8042 -0.5058  C2 1.168
15 O 0.7742 -0.8603 -0.3209  C2 1.361, C3 1.360
16 S -2.6858 1.0878 -0.2674  C4 1.850, S17 2.131
17 S -3.1289 -0.9458 0.1901  C5 1.760, S16 2.131

Calculated total energy: -31076.2186 eV
Energy relative to the best compared isomer or geometry (same formula, charge and spin): 3.006 eV
SMILES string: CC(=O)OC1CSSC1
Highest occupied orbital energy: -8.200 eV

(4)
The following is a DFT calculation (the ωB97M-V functional and the def2-TZVPD basis) of a cluster of 3 separate species, C34H68Cl2N6O3PSSi in total in a non-equilibrium geometry.

Each atom is followed by the atoms it is bonded to, with distances in Å.
Atoms and positions in Å:
1 C 0.5570 0.9634 -1.3798  C2 1.672, H27 1.170, H28 1.181, H29 1.184
2 C -0.2271 -0.5108 -1.4714  C1 1.672, P3 1.908, H30 1.194, H31 1.170
3 P 0.5644 -1.8664 -0.3867  C2 1.908, C4 1.908, C6 1.942
4 C 0.9264 -3.4779 -1.3425  P3 1.908, C5 1.639, H32 1.193, H33 1.194
5 C 0.0607 -3.6870 -2.7182  C4 1.639, H34 1.182, H35 1.194, H36 1.170
6 C 2.1978 -1.2437 0.4598  P3 1.942, N7 1.516, C21 1.640, H37 1.192
7 N 3.3866 -0.9417 -0.4312  C6 1.516, C8 1.513, H38 1.064
8 C 4.5739 -1.6649 0.1665  N7 1.513, N9 1.398, N20 1.513
9 N 5.8959 -1.3227 -0.1330  C8 1.398, C10 1.514, N17 1.386
10 C 6.0790 -0.1489 -1.0709  N9 1.514, C11 1.639, H39 1.191, H40 1.194
11 C 7.6231 0.1314 -1.5432  C10 1.639, O12 1.471, H41 1.194, H42 1.194
12 O 7.9265 1.5257 -1.9002  C11 1.471, Si13 1.756
13 Si 7.0716 2.0557 -3.3396  O12 1.756, C14 1.959, C15 1.925, C16 1.964
14 C 5.6968 3.3614 -2.8461  Si13 1.959, H43 1.177, H44 1.191, H45 1.184
15 C 6.3636 0.6452 -4.4417  Si13 1.925, H46 1.172, H47 1.194, H48 1.193
16 C 8.3925 2.9916 -4.4512  Si13 1.964, H49 1.184, H50 1.192, H51 1.172
17 N 6.8981 -2.0662 0.4701  N9 1.386, C18 1.399
18 C 7.0524 -3.3025 -0.1666  N17 1.399, S19 1.729
19 S 7.0327 -5.0197 -0.3682  C18 1.729
20 N 4.0171 -2.7364 1.0786  C8 1.513, C21 1.543, H52 1.064
21 C 2.6330 -2.3193 1.6194  C6 1.640, N20 1.543, C22 1.639, H53 1.171
22 C 2.9168 -1.8166 3.1534  C21 1.639, Cl23 1.869, C24 1.642, H54 1.193
23 Cl 3.9942 -0.2948 3.2797  C22 1.869
24 C 1.5746 -1.5954 4.0722  C22 1.642, C25 1.646, Cl26 1.889, H55 1.194
25 C 0.2456 -1.0976 3.2381  C24 1.646, H56 1.192, H57 1.190, H58 1.170
26 Cl 1.9903 -0.1755 5.2472  C24 1.889
27 H 0.6803 1.3062 -0.2681  C1 1.170
28 H -0.1265 1.7665 -1.9106  C1 1.181
29 H 1.6093 0.9423 -1.9224  C1 1.184
30 H -1.3090 -0.2983 -1.0141  C2 1.194
31 H -0.2956 -0.7531 -2.6140  C2 1.170
32 H 2.0832 -3.6656 -1.5670  C4 1.193
33 H 0.6168 -4.3739 -0.6169  C4 1.194
34 H -0.9903 -4.1594 -2.4549  C5 1.182
35 H 0.6306 -4.5304 -3.3422  C5 1.194
36 H 0.0058 -2.7544 -3.4226  C5 1.170
37 H 1.9816 -0.2202 1.0309  C6 1.192
38 H 3.3333 -1.3793 -1.3990  N7 1.064
39 H 5.6648 0.8052 -0.4914  C10 1.191
40 H 5.4148 -0.3923 -2.0326  C10 1.194
41 H 7.9784 -0.6215 -2.3989  C11 1.194
42 H 8.3256 -0.1291 -0.6137  C11 1.194
43 H 5.3658 3.2322 -1.7237  C14 1.177
44 H 4.7687 3.1915 -3.5733  C14 1.191
45 H 6.1758 4.4288 -3.0260  C14 1.184
46 H 6.6079 -0.4437 -4.0840  C15 1.172
47 H 5.1752 0.7423 -4.3855  C15 1.194
48 H 6.6182 0.7835 -5.5992  C15 1.193
49 H 8.6242 2.2775 -5.3671  C16 1.184
50 H 7.8631 3.9718 -4.8757  C16 1.192
51 H 9.3782 3.2434 -3.8704  C16 1.172
52 H 3.9328 -3.7110 0.6589  N20 1.064
53 H 1.9412 -3.2632 1.5819  C21 1.171
54 H 3.5383 -2.6890 3.6789  C22 1.193
55 H 1.3391 -2.5752 4.7131  C24 1.194
56 H 0.3617 -0.0001 2.7874  C25 1.192
57 H -0.6562 -1.0163 4.0106  C25 1.190
58 H -0.0801 -1.8840 2.4354  C25 1.170
59 C -5.1369 -4.5933 -1.4597  C60 1.555, H70 1.097, H71 1.091, H72 1.097
60 C -4.6320 -3.1601 -1.1303  C59 1.555, C61 1.553, N65 1.503, C69 1.564
61 C -5.7318 -2.3863 -0.3537  C60 1.553, C62 1.526, H73 1.099, H74 1.098
62 C -6.9010 -1.9513 -1.2326  C61 1.526, C63 1.524, H75 1.095, H76 1.097
63 C -6.4141 -1.1802 -2.4543  C62 1.524, C64 1.552, H77 1.097, H78 1.099
64 C -5.3175 -1.9253 -3.2621  C63 1.552, N65 1.500, C67 1.552, C68 1.564
65 N -4.2169 -2.4617 -2.3947  C60 1.503, C64 1.500, O66 1.406
66 O -3.3993 -1.3770 -2.0314  N65 1.406
67 C -5.9578 -3.0849 -4.0712  C64 1.552, H79 1.098, H80 1.097, H81 1.089
68 C -4.7955 -0.9584 -4.3751  C64 1.564, H82 1.096, H83 1.097, H84 1.097
69 C -3.4310 -3.4099 -0.1597  C60 1.564, H85 1.096, H86 1.097, H87 1.096
70 H -5.0173 -5.2700 -0.6049  C59 1.097
71 H -6.1987 -4.6308 -1.7064  C59 1.091
72 H -4.5701 -5.0356 -2.2877  C59 1.097
73 H -5.2988 -1.4913 0.1136  C61 1.099
74 H -6.1147 -3.0024 0.4704  C61 1.098
75 H -7.4933 -2.8188 -1.5419  C62 1.095
76 H -7.5769 -1.3165 -0.6472  C62 1.097
77 H -7.2730 -0.9557 -3.0986  C63 1.097
78 H -6.0293 -0.2089 -2.1148  C63 1.099
79 H -5.1895 -3.6973 -4.5607  C67 1.098
80 H -6.6135 -2.7015 -4.8621  C67 1.097
81 H -6.5876 -3.7423 -3.4742  C67 1.089
82 H -4.4165 -0.0136 -3.9693  C68 1.096
83 H -5.5985 -0.6893 -5.0723  C68 1.097
84 H -3.9952 -1.4263 -4.9614  C68 1.097
85 H -2.6272 -3.9625 -0.6604  C69 1.096
86 H -3.7449 -3.9997 0.7106  C69 1.097
87 H -3.0106 -2.4815 0.2444  C69 1.096
88 C -2.0077 5.2544 2.1539  C89 1.555, H99 1.097, H100 1.091, H101 1.097
89 C -2.5545 3.8431 2.5101  C88 1.555, C90 1.553, N94 1.503, C98 1.564
90 C -3.8008 3.9836 3.4259  C89 1.553, C91 1.526, H102 1.099, H103 1.098
91 C -3.4585 4.3935 4.8554  C90 1.526, C92 1.524, H104 1.095, H105 1.097
92 C -2.4084 3.4666 5.4573  C91 1.524, C93 1.552, H106 1.097, H107 1.099
93 C -1.1424 3.3058 4.5733  C92 1.552, N94 1.500, C96 1.552, C97 1.564
94 N -1.4665 3.0172 3.1369  C89 1.503, C93 1.500, O95 1.406
95 O -1.8570 1.6688 3.0550  N94 1.406
96 C -0.2712 4.5871 4.6654  C93 1.552, H108 1.098, H109 1.097, H110 1.089
97 C -0.2353 2.2093 5.2221  C93 1.564, H111 1.096, H112 1.097, H113 1.097
98 C -3.0223 3.2735 1.1305  C89 1.564, H114 1.096, H115 1.097, H116 1.096
99 H -2.5697 5.7087 1.3288  C88 1.097
100 H -2.0831 5.9668 2.9763  C88 1.091
101 H -0.9618 5.2065 1.8280  C88 1.097
102 H -4.3472 3.0311 3.4608  C90 1.099
103 H -4.4988 4.7172 3.0017  C90 1.098
104 H -3.1110 5.4315 4.8851  C91 1.095
105 H -4.3671 4.3609 5.4685  C91 1.097
106 H -2.1321 3.8401 6.4510  C92 1.097
107 H -2.8729 2.4849 5.6223  C92 1.099
108 H 0.5706 4.5447 3.9622  C96 1.098
109 H 0.1555 4.7049 5.6687  C96 1.097
110 H -0.8223 5.5077 4.4813  C96 1.089
111 H -0.7550 1.2527 5.3489  C97 1.096
112 H 0.0936 2.5115 6.2239  C97 1.097
113 H 0.6648 2.0342 4.6202  C97 1.097
114 H -2.1763 3.1624 0.4420  C98 1.096
115 H -3.7495 3.9433 0.6547  C98 1.097
116 H -3.5238 2.3026 1.2193  C98 1.096

Calculated total energy: -104470.6238 eV
Energy relative to the best compared isomer or geometry (same formula, charge and spin): 7.048 eV
<S²>: 2.01
Total charge: +1
Highest occupied orbital energy: -10.538 eV
2S+1: 3